Formula: C66H142N4O4
Source: OMol25
Level of theory: the ωB97M-V functional and the def2-TZVPD basis

Properties
gap between HOMO and LUMO (spin up / spin down) = 8.30 / 4.69 eV
2S+1 = 5
⟨S²⟩ = 7.022
total charge = 0

Bonds (Å) are listed after each position.
CARTESIAN COORDINATES (ANGSTROEM)
1 C 17.8891 22.2566 8.8414  C2 1.527, H7 1.054, H8 1.119, H9 1.134
2 C 17.5407 20.8983 8.2361  C1 1.527, C3 1.537, H10 1.094, H11 1.142
3 C 18.6839 19.8754 8.3350  C2 1.537, C4 1.473, H12 1.063, H13 1.088
4 C 18.5604 18.6580 7.5154  C3 1.473, C5 1.555, H14 1.091, H15 1.116
5 C 19.4389 17.4907 8.0473  C4 1.555, C6 1.533, H16 1.081, H17 1.143
6 C 20.9188 17.8874 8.1064  C5 1.533, H18 1.094, H19 1.104, H20 1.109
7 H 18.0220 22.3054 9.8863  C1 1.054
8 H 17.1475 23.0662 8.6270  C1 1.119
9 H 18.8085 22.7015 8.3482  C1 1.134
10 H 16.6260 20.4913 8.6772  C2 1.094
11 H 17.2367 21.0850 7.1511  C2 1.142
12 H 18.8707 19.6104 9.3474  C3 1.063
13 H 19.5637 20.4030 7.9739  C3 1.088
14 H 17.5002 18.4039 7.5628  C4 1.091
15 H 18.7756 18.9053 6.4489  C4 1.116
16 H 19.1171 17.1436 9.0197  C5 1.081
17 H 19.3705 16.5765 7.3645  C5 1.143
18 H 21.2905 18.2713 7.1515  C6 1.094
19 H 21.0925 18.6898 8.8445  C6 1.104
20 H 21.6090 17.1075 8.4875  C6 1.109
21 C 13.5644 18.1379 15.3531  C22 1.554, H27 1.087, H28 1.105, H29 1.123
22 C 14.5695 19.2380 15.7954  C21 1.554, C23 1.557, H30 1.099, H31 1.136
23 C 14.0810 19.7484 17.1824  C22 1.557, C24 1.562, H32 1.091, H33 1.089
24 C 15.2103 20.5112 17.9464  C23 1.562, C25 1.522, H34 1.112, H35 1.159
25 C 16.2801 19.5445 18.4320  C24 1.522, C26 1.565, H36 1.096, H37 1.117
26 C 17.6585 20.1774 18.8188  C25 1.565, H38 1.065, H39 1.057, H40 1.103
27 H 14.0749 17.5817 14.5707  C21 1.087
28 H 12.5555 18.4496 15.0270  C21 1.105
29 H 13.4260 17.5090 16.2730  C21 1.123
30 H 15.5787 18.8017 15.7905  C22 1.099
31 H 14.5898 20.0928 15.0481  C22 1.136
32 H 13.7823 18.8843 17.7784  C23 1.091
33 H 13.1557 20.3043 17.0346  C23 1.089
34 H 15.5910 21.2685 17.2271  C24 1.112
35 H 14.7950 21.0614 18.8785  C24 1.159
36 H 15.9010 19.1158 19.3662  C25 1.096
37 H 16.3755 18.6192 17.8137  C25 1.117
38 H 18.3914 20.2917 18.0539  C26 1.065
39 H 17.4968 21.1415 19.2202  C26 1.057
40 H 18.2232 19.6114 19.5792  C26 1.103
41 C 16.0464 15.6377 9.6548  C42 1.536, H47 1.108, H48 1.115, H49 1.061
42 C 16.3350 15.8522 11.1478  C41 1.536, C43 1.533, H50 1.061, H51 1.094
43 C 17.4138 16.9330 11.2824  C42 1.533, C44 1.506, H52 1.124, H53 1.089
44 C 16.9999 18.3428 10.9527  C43 1.506, C45 1.589, H54 1.107, H55 1.104
45 C 15.8375 18.8872 11.8902  C44 1.589, C46 1.498, H56 1.092, H57 1.074
46 C 15.5263 20.3413 11.7088  C45 1.498, H58 1.140, H59 1.090, H60 1.093
47 H 15.5401 16.5207 9.2170  C41 1.108
48 H 15.3637 14.7711 9.4944  C41 1.115
49 H 16.9298 15.4187 9.1094  C41 1.061
50 H 15.3913 16.0847 11.5738  C42 1.061
51 H 16.5995 14.9043 11.6251  C42 1.094
52 H 18.2975 16.7262 10.6197  C43 1.124
53 H 17.8212 16.8594 12.2895  C43 1.089
54 H 17.8240 19.0704 11.0823  C44 1.107
55 H 16.6550 18.4970 9.9148  C44 1.104
56 H 14.8745 18.4338 11.6454  C45 1.092
57 H 16.0772 18.7267 12.9252  C45 1.074
58 H 16.4149 21.0090 11.9622  C46 1.140
59 H 15.2609 20.6176 10.6886  C46 1.090
60 H 14.7184 20.7316 12.3336  C46 1.093
61 C 11.7155 19.6893 10.7077  C62 1.477, H67 1.107, H68 1.057, H69 1.090
62 C 11.7181 18.4398 9.9203  C61 1.477, C63 1.534, H70 1.100, H71 1.126
63 C 12.2441 17.1885 10.6355  C62 1.534, C64 1.519, H72 1.089, H73 1.083
64 C 12.1175 15.8844 9.8676  C63 1.519, C65 1.540, H74 1.085, H75 1.094
65 C 12.6823 14.7101 10.6890  C64 1.540, C66 1.526, H76 1.092, H77 1.090
66 C 12.5694 13.3876 9.9354  C65 1.526, H78 1.113, H79 1.067, H80 1.098
67 H 11.8164 19.4871 11.7916  C61 1.107
68 H 10.9308 20.3659 10.4973  C61 1.057
69 H 12.6448 20.2170 10.4919  C61 1.090
70 H 10.6995 18.1416 9.6298  C62 1.100
71 H 12.1616 18.6176 8.9006  C62 1.126
72 H 11.6854 17.0451 11.5593  C63 1.089
73 H 13.2472 17.4444 10.9530  C63 1.083
74 H 11.0593 15.7437 9.6760  C64 1.085
75 H 12.7047 16.1141 8.9740  C64 1.094
76 H 13.7251 14.9633 10.8916  C65 1.092
77 H 12.2394 14.6534 11.6837  C65 1.090
78 H 13.1518 13.5621 9.0031  C66 1.113
79 H 12.9773 12.5462 10.4502  C66 1.067
80 H 11.5352 13.1117 9.6905  C66 1.098
81 C 20.2233 18.9453 13.1327  C82 1.531, H87 1.089, H88 1.085, H89 1.086
82 C 21.3597 18.9519 12.1062  C81 1.531, C83 1.547, H90 1.059, H91 1.108
83 C 22.0754 17.5889 11.9553  C82 1.547, C84 1.485, H92 1.165, H93 1.148
84 C 22.6923 17.0747 13.2043  C83 1.485, C85 1.538, H94 1.046, H95 1.087
85 C 23.4894 18.1029 14.0252  C84 1.538, C86 1.511, H96 1.096, H97 1.080
86 C 24.5623 17.5320 14.9231  C85 1.511, H98 1.093, H99 1.141, H100 1.108
87 H 19.9857 19.9617 13.4448  C81 1.089
88 H 20.3559 18.3398 14.0226  C81 1.085
89 H 19.3274 18.6272 12.6076  C81 1.086
90 H 20.9980 19.2332 11.1513  C82 1.059
91 H 22.0721 19.7648 12.3497  C82 1.108
92 H 22.8698 17.6169 11.1035  C83 1.165
93 H 21.2420 16.8770 11.6151  C83 1.148
94 H 22.0496 16.5727 13.8601  C84 1.046
95 H 23.4059 16.3211 12.8810  C84 1.087
96 H 24.0477 18.7399 13.3304  C85 1.096
97 H 22.8162 18.6272 14.6877  C85 1.080
98 H 25.3908 17.0295 14.4163  C86 1.093
99 H 25.0463 18.4149 15.4597  C86 1.141
100 H 24.1700 16.8212 15.6766  C86 1.108
101 C 15.1165 24.7140 10.7453  C102 1.491, H112 1.133, H113 1.093, H114 1.027
102 C 14.4562 26.0424 10.8949  C101 1.491, C103 1.521, N107 1.464, C111 1.513
103 C 13.2995 26.2413 9.9270  C102 1.521, C104 1.579, H115 1.117, H116 1.091
104 C 12.0129 25.4246 10.3396  C103 1.579, C105 1.552, H117 1.090, H118 1.096
105 C 11.6376 25.5570 11.8396  C104 1.552, C106 1.575, H119 1.089, H120 1.128
106 C 12.9149 25.2562 12.7105  C105 1.575, N107 1.455, C109 1.422, C110 1.526
107 N 13.9155 26.2043 12.2460  C102 1.464, C106 1.455
108 O 15.6469 24.9346 14.4848  no bonds
109 C 12.4924 25.8430 13.9354  C106 1.422, H121 1.071, H122 1.089, H123 1.085
110 C 13.0858 23.7492 12.8780  C106 1.526, H124 1.102, H125 1.066, H126 1.030
111 C 15.4008 27.1955 10.6372  C102 1.513, H127 1.088, H128 1.093, H129 1.069
112 H 14.3915 23.8869 10.4753  C101 1.133
113 H 15.5237 24.3861 11.7053  C101 1.093
114 H 15.8656 24.7272 10.0434  C101 1.027
115 H 13.0914 27.3144 10.1583  C103 1.117
116 H 13.6248 26.3090 8.8875  C103 1.091
117 H 12.1953 24.3793 10.0908  C104 1.090
118 H 11.2896 25.7644 9.5901  C104 1.096
119 H 10.8876 24.9178 12.3033  C105 1.089
120 H 11.3017 26.6148 12.0439  C105 1.128
121 H 13.2397 25.7024 14.6899  C109 1.071
122 H 12.3268 26.9186 13.9724  C109 1.089
123 H 11.5580 25.3747 14.2276  C109 1.085
124 H 13.0618 23.3555 11.8487  C110 1.102
125 H 13.9366 23.5101 13.4743  C110 1.066
126 H 12.2081 23.3133 13.1953  C110 1.030
127 H 15.8704 26.9395 9.6900  C111 1.088
128 H 16.2401 27.4277 11.2972  C111 1.093
129 H 14.8138 28.0854 10.7111  C111 1.069
130 C 20.7686 23.2658 12.3366  C131 1.529, H141 1.056, H142 1.110, H143 1.094
131 C 19.4825 23.8362 12.9340  C130 1.529, C132 1.450, N136 1.603, C140 1.583
132 C 18.5254 22.7494 13.0052  C131 1.450, C133 1.543, H144 1.119, H145 1.112
133 C 17.5335 22.7701 14.1867  C132 1.543, C134 1.582, H146 1.118, H147 1.081
134 C 18.4107 22.9677 15.4883  C133 1.582, C135 1.494, H148 1.139, H149 1.142
135 C 19.1668 24.2550 15.5354  C134 1.494, N136 1.469, C138 1.574, C139 1.560
136 N 20.0740 24.1881 14.3820  C131 1.603, C135 1.469, O137 1.297
137 O 20.9107 25.1771 14.3133  N136 1.297
138 C 18.3980 25.6221 15.6726  C135 1.574, H150 1.082, H151 1.112, H152 1.137
139 C 20.1172 24.1936 16.7707  C135 1.560, H153 1.080, H154 1.065, H155 1.071
140 C 18.9292 25.1887 12.3247  C131 1.583, H156 1.157, H157 1.055, H158 1.126
141 H 20.9762 22.3192 12.7571  C130 1.056
142 H 21.6438 23.9291 12.4952  C130 1.110
143 H 20.5611 23.0576 11.2827  C130 1.094
144 H 17.7983 22.8062 12.1571  C132 1.119
145 H 19.1316 21.8180 13.0517  C132 1.112
146 H 16.8569 21.8883 14.3095  C133 1.118
147 H 16.9830 23.6982 14.1303  C133 1.081
148 H 19.1093 22.0974 15.7149  C134 1.139
149 H 17.7201 22.9053 16.3960  C134 1.142
150 H 19.1020 26.4299 15.5261  C138 1.082
151 H 17.5128 25.8460 15.0373  C138 1.112
152 H 17.9721 25.7367 16.7205  C138 1.137
153 H 19.4589 24.3511 17.6123  C139 1.080
154 H 20.6647 23.2824 16.8369  C139 1.065
155 H 20.8375 24.9553 16.5494  C139 1.071
156 H 19.6869 25.9758 12.7044  C140 1.157
157 H 17.8920 25.2413 12.5109  C140 1.055
158 H 18.9333 24.9884 11.2169  C140 1.126
159 C 19.8316 10.3310 8.6427  C160 1.583, H170 1.103, H171 1.057, H172 1.076
160 C 20.5832 11.3296 9.6148  C159 1.583, C161 1.569, N165 1.480, C169 1.552
161 C 20.0166 12.7664 9.3400  C160 1.569, C162 1.619, H173 1.046, H174 1.076
162 C 20.0132 13.7115 10.6547  C161 1.619, C163 1.544, H175 1.055, H176 1.127
163 C 19.2278 13.1157 11.8429  C162 1.544, C164 1.514, H177 1.083, H178 1.053
164 C 19.6577 11.7216 12.2474  C163 1.514, N165 1.610, C167 1.557, C168 1.563
165 N 20.1086 10.8883 10.9453  C160 1.480, C164 1.610, O166 1.181
166 O 20.1049 9.7259 11.1537  N165 1.181
167 C 20.7840 11.8370 13.3158  C164 1.557, H179 1.106, H180 1.143, H181 1.100
168 C 18.4638 10.9111 12.8487  C164 1.563, H182 1.093, H183 1.062, H184 1.110
169 C 22.0978 11.3031 9.2757  C160 1.552, H185 1.074, H186 1.086, H187 1.090
170 H 18.8115 10.3393 9.0621  C159 1.103
171 H 20.3043 9.3930 8.7600  C159 1.057
172 H 19.8836 10.6002 7.6020  C159 1.076
173 H 20.6537 13.3238 8.7257  C161 1.046
174 H 19.0810 12.7845 8.8084  C161 1.076
175 H 19.5443 14.6317 10.4381  C162 1.055
176 H 21.0372 14.0641 10.9669  C162 1.127
177 H 18.2141 12.9629 11.4937  C163 1.083
178 H 19.3295 13.7888 12.6467  C163 1.053
179 H 21.5600 12.3992 12.7632  C167 1.106
180 H 20.4191 12.3297 14.2801  C167 1.143
181 H 21.2130 10.8509 13.5453  C167 1.100
182 H 17.8055 10.5151 12.0718  C168 1.093
183 H 18.8779 10.0386 13.2908  C168 1.062
184 H 17.9318 11.6211 13.5155  C168 1.110
185 H 22.0946 11.5427 8.2291  C169 1.074
186 H 22.6406 10.4242 9.6097  C169 1.086
187 H 22.5125 12.0689 9.9314  C169 1.090
188 C 20.3086 15.8716 17.1903  C189 1.513, H199 1.105, H200 1.190, H201 1.102
189 C 19.5018 14.5914 17.2152  C188 1.513, C190 1.572, N194 1.549, C198 1.565
190 C 18.7701 14.2327 18.5590  C189 1.572, C191 1.587, H202 1.046, H203 1.090
191 C 17.3063 14.8440 18.5011  C190 1.587, C192 1.475, H204 1.152, H205 1.131
192 C 16.4470 14.2634 17.4525  C191 1.475, C193 1.567, H206 1.116, H207 1.081
193 C 17.0922 14.6036 16.0661  C192 1.567, N194 1.530, C196 1.524, C197 1.500
194 N 18.5939 14.3231 15.9891  C189 1.549, C193 1.530, O195 1.220
195 O 19.2027 14.0293 14.9731  N194 1.220
196 C 16.4504 13.8454 14.9107  C193 1.524, H208 1.087, H209 1.124, H210 1.129
197 C 16.9546 16.0368 15.6461  C193 1.500, H211 1.042, H212 1.061, H213 1.082
198 C 20.6221 13.4988 17.1817  C189 1.565, H214 1.107, H215 1.072, H216 1.132
199 H 20.4172 16.4473 18.1277  C188 1.105
200 H 19.8889 16.7133 16.4614  C188 1.190
201 H 21.3217 15.7140 16.7878  C188 1.102
202 H 18.6127 13.2230 18.7803  C190 1.046
203 H 19.2248 14.6114 19.4747  C190 1.090
204 H 17.4216 15.9495 18.1999  C191 1.152
205 H 16.8256 14.7461 19.5199  C191 1.131
206 H 15.3628 14.5099 17.3622  C192 1.116
207 H 16.3475 13.2082 17.6664  C192 1.081
208 H 16.9781 14.1778 14.0209  C196 1.087
209 H 16.4990 12.7288 15.0281  C196 1.124
210 H 15.3676 14.1241 14.7556  C196 1.129
211 H 16.9523 16.0677 14.6043  C197 1.042
212 H 16.0197 16.4816 15.8791  C197 1.061
213 H 17.7736 16.5964 16.0774  C197 1.082
214 H 21.3784 13.4212 16.3777  C198 1.107
215 H 20.2194 12.5074 17.2475  C198 1.072
216 H 21.1508 13.6494 18.1715  C198 1.132